Record 1
Formula: C7H8O
Source: the OMol25 dataset
Level of theory: wB97M-V/def2-TZVPD

Last column: Mulliken charge in e.
Element x y z (Å)
C (1.889, 1.511, -0.115)  -1.068
C (0.307, 1.646, -0.416)  -0.245
C (-0.467, 0.421, -0.481)  0.132
C (-2.515, -0.625, -0.147)  -0.300
C (-1.573, -1.515, 0.037)  -0.447
C (-0.238, -1.038, -0.191)  1.047
C (0.884, -1.434, 0.377)  -0.983
H (2.134, 2.561, 0.210)  0.286
H (2.370, 0.935, -0.846)  0.397
H (1.836, 0.767, 0.858)  0.193
H (-0.195, 2.607, -0.340)  0.368
H (-3.554, -0.693, -0.032)  0.476
H (-2.066, -2.370, 0.693)  0.173
H (1.114, -2.397, 0.972)  0.229
H (1.935, -0.876, 0.202)  0.171
O (-1.863, 0.500, -0.780)  -0.427

Forces on the atoms, in the same order (eV/Å):
C -4.751 0.280 3.969
C -0.185 -5.268 0.284
C 0.111 3.288 -1.283
C 3.553 2.280 -2.628
C -2.866 -3.984 3.266
C 0.055 2.288 1.330
C 5.170 -1.576 0.508
H 0.822 -1.419 -0.739
H 1.131 0.036 -1.208
H 0.607 2.215 -1.949
H 0.019 -0.289 -0.391
H -1.139 0.452 -0.007
H 2.235 0.987 -1.620
H -1.100 1.480 -1.202
H -2.986 -1.394 0.337
O -0.676 0.623 1.333

Its spin multiplicity is 1. As for the LUMO energy: 0.3 eV. As for the SMILES: C=c1cco/c1=C/C. For the orbital gap, the calculation gives 0.302 Ha. The energy relative to the best compared isomer or geometry (same formula, charge and spin) is 455.8 kJ/mol.


Record 2
Formula: C7H8O
Source: the OMol25 dataset
Level of theory: wB97M-V/def2-TZVPD

Last column: Mulliken charge in e.
Element x y z (Å)
C (3.191, -0.349, 0.181)  -0.354
C (1.910, -0.443, 0.107)  -0.573
C (0.572, -0.238, -0.262)  0.960
C (0.305, 1.381, -0.810)  -1.044
C (-0.306, 0.751, 0.441)  0.292
C (-1.657, 0.349, 0.289)  -0.678
C (-1.364, -1.216, 0.036)  -0.480
H (4.217, -0.821, 0.464)  0.312
H (1.287, 1.933, -0.723)  0.328
H (-0.170, 1.288, -1.754)  0.317
H (-0.144, 0.909, 1.681)  0.232
H (-2.360, 0.620, 1.241)  0.274
H (-2.196, 0.819, -0.456)  0.288
H (-1.955, -1.966, -0.583)  0.248
H (-1.122, -1.728, 0.925)  0.305
O (-0.209, -1.289, -0.775)  -0.426

Forces on the atoms, in the same order (eV/Å):
C -3.695 -2.483 0.508
C 7.052 0.504 0.109
C -0.819 2.261 -0.593
C 2.878 -2.067 2.452
C 2.983 1.770 3.232
C -3.968 -3.345 2.789
C -1.953 -1.057 -2.064
H -2.397 1.544 -0.609
H -1.502 -0.576 -0.278
H -0.825 0.434 -0.441
H 0.515 0.456 -3.799
H 1.824 -1.190 -1.949
H -0.815 0.664 -2.080
H -0.751 1.524 1.109
H 0.027 -0.264 1.607
O 1.446 1.825 0.007

Its spin multiplicity is 1. As for the LUMO energy: 0.9 eV. As for the SMILES: C#C[C@]12C[C@H]1CCO2. For the orbital gap, the calculation gives 0.339 Ha. The energy relative to the best compared isomer or geometry (same formula, charge and spin) is 604.3 kJ/mol.


Record 3
Formula: C7H8O
Source: the OMol25 dataset
Level of theory: wB97M-V/def2-TZVPD

Last column: Mulliken charge in e.
Element x y z (Å)
C (-1.974, -0.713, 0.776)  -0.407
C (-0.849, 0.148, -1.703)  -0.243
C (-0.857, 1.340, -0.802)  -0.383
C (-1.284, -0.026, -0.291)  0.266
C (0.270, 0.479, -0.837)  -0.122
C (1.533, -0.282, 1.077)  -1.301
C (1.576, 0.047, -0.397)  -0.136
O (-1.945, -1.943, 0.820)  -0.553
H (-2.733, -0.194, 1.374)  0.351
H (-1.196, -0.172, -2.768)  0.384
H (-1.095, 2.316, -0.538)  0.528
H (1.014, 0.468, 1.697)  0.341
H (2.395, -0.434, 1.666)  0.410
H (0.962, -1.217, 1.265)  0.284
H (2.017, -0.781, -0.818)  0.328
H (2.168, 0.965, -0.521)  0.253

Forces on the atoms, in the same order (eV/Å):
C -0.454 1.855 -1.301
C -1.683 -2.975 -0.927
C 0.383 -1.752 2.836
C -2.942 1.536 -1.270
C 1.946 0.179 -2.470
C -2.298 -0.482 1.908
C 0.379 2.903 2.059
O 0.497 -2.621 0.131
H 0.607 0.752 0.086
H 1.024 0.745 2.260
H -0.541 1.451 -0.145
H -0.177 0.034 -0.509
H 1.834 -0.066 -0.250
H 0.061 0.487 -0.381
H 0.643 -1.589 -1.953
H 0.721 -0.458 -0.075

Its spin multiplicity is 3. As for the LUMO energy (alpha / beta): 0.7 / -1.7 eV. For the orbital gap (alpha / beta), the calculation gives 0.214 / 0.252 Ha. As for the expectation value of S²: 2.009. The energy relative to the best compared isomer or geometry (same formula, charge and spin) is 271.0 kJ/mol.


Record 4
Formula: C7H8O2
Source: the OMol25 dataset
Level of theory: wB97M-V/def2-TZVPD

Last column: Mulliken charge in e.
Element x y z (Å)
C (3.059, 0.356, -0.031)  -1.178
C (1.999, -0.670, -0.057)  0.742
C (0.506, -0.124, -0.078)  0.187
C (0.048, 1.132, 0.095)  -0.251
C (-1.388, 1.017, -0.010)  -0.457
C (-1.692, -0.288, -0.050)  0.381
C (-2.940, -1.072, 0.017)  -0.928
H (4.037, -0.115, -0.228)  0.348
H (2.985, 1.220, -0.733)  0.336
H (3.082, 0.832, 0.988)  0.280
H (0.574, 2.089, 0.119)  0.344
H (-2.105, 1.910, -0.123)  0.276
H (-3.125, -1.724, -0.872)  0.259
H (-3.111, -1.589, 0.972)  0.263
H (-3.601, -0.122, -0.038)  0.244
O (2.175, -1.851, 0.054)  -0.532
O (-0.502, -1.002, -0.023)  -0.312

Forces on the atoms, in the same order (eV/Å):
C 1.519 1.466 0.226
C -3.283 0.421 0.254
C 2.801 -0.382 1.145
C -0.725 0.975 -1.222
C -0.984 2.648 0.038
C 1.647 -1.677 0.484
C -1.371 2.239 -0.839
H -0.439 0.092 0.279
H -0.457 -0.828 0.331
H -0.007 -0.568 -0.774
H 0.006 -0.626 -0.022
H 1.185 -1.774 0.486
H 0.209 0.510 0.854
H 0.190 0.148 -0.410
H -0.096 -2.084 0.117
O 0.407 -0.183 -0.220
O -0.600 -0.379 -0.729

Its spin multiplicity is 1. As for the LUMO energy: 0.7 eV. As for the SMILES: CC(=O)c1ccc(C)o1. For the orbital gap, the calculation gives 0.352 Ha. The energy relative to the best compared isomer or geometry (same formula, charge and spin) is 110.5 kJ/mol.


Record 5
Formula: C7H8OS
Source: the OMol25 dataset
Level of theory: wB97M-V/def2-TZVPD

Last column: Mulliken charge in e.
Element x y z (Å)
C (-1.201, 2.561, -1.614)  -0.015
C (-0.552, 1.638, -1.232)  -1.132
C (1.328, 0.026, -1.074)  0.081
C (0.206, 0.605, -0.857)  0.409
C (1.730, -1.150, -0.221)  -0.776
C (-0.835, -0.530, 0.540)  -0.317
C (-0.795, 0.141, 1.912)  -1.073
O (-0.484, -2.600, -0.826)  -0.606
S (0.092, -2.017, 0.374)  0.356
H (-1.833, 3.212, -2.072)  0.530
H (2.071, 0.459, -1.901)  0.260
H (2.461, -1.724, -0.850)  0.407
H (2.275, -0.829, 0.660)  0.344
H (-1.789, -0.676, 0.091)  0.594
H (-1.856, 0.641, 2.154)  0.279
H (-0.038, 0.893, 2.252)  0.284
H (-0.781, -0.648, 2.663)  0.373

Forces on the atoms, in the same order (eV/Å):
C 0.281 -0.612 0.282
C -0.423 1.537 -0.911
C 3.094 0.191 -1.407
C -2.701 -3.212 3.674
C 0.079 -0.049 -0.981
C 3.442 3.377 -1.058
C -2.736 1.047 1.262
O -0.545 -1.208 -1.241
S 1.830 0.635 -0.129
H -1.252 1.591 -0.724
H -1.572 -1.078 1.949
H -1.036 -0.486 0.904
H 0.035 0.149 0.320
H -0.644 -0.158 -0.249
H 2.291 -0.847 -0.778
H -0.337 -0.716 -1.096
H 0.194 -0.163 0.183

Its spin multiplicity is 1. As for the LUMO energy: 0.4 eV. For the orbital gap, the calculation gives 0.335 Ha. The energy relative to the best compared isomer or geometry (same formula, charge and spin) is 442.5 kJ/mol.


Record 6
Formula: C7H8OSi
Source: the OMol25 dataset
Level of theory: wB97M-V/def2-TZVPD

Last column: Mulliken charge in e.
Element x y z (Å)
C (-2.577, 0.871, -0.050)  -0.557
C (-1.402, 1.552, 0.365)  -0.580
C (-2.379, -0.468, -0.434)  -0.339
C (-0.178, 0.835, 0.349)  -0.529
C (-1.140, -1.186, -0.254)  -0.397
C (-0.043, -0.484, 0.236)  0.446
C (2.944, 0.103, -0.610)  -0.071
O (3.377, 1.186, -0.333)  -0.428
Si (1.827, -1.000, 0.539)  0.340
H (-3.443, 1.430, -0.048)  0.463
H (-1.401, 2.477, 0.832)  0.421
H (-3.238, -0.920, -0.950)  0.309
H (0.738, 1.364, 0.499)  0.338
H (-1.198, -2.238, -0.423)  0.406
H (3.235, -0.177, -1.685)  0.358
H (2.770, -2.509, -0.006)  -0.111
H (2.106, -0.834, 1.972)  -0.069

Forces on the atoms, in the same order (eV/Å):
C 4.524 -0.655 0.619
C 0.025 -3.358 -0.764
C 0.062 -0.292 -0.382
C -0.712 3.426 0.992
C -2.579 1.428 0.266
C 1.192 -3.385 -1.435
C 0.008 0.197 -1.473
O 0.177 0.877 1.060
Si 0.964 -2.100 -1.494
H -2.096 0.512 -0.268
H -0.143 1.957 0.204
H 0.509 -0.374 0.506
H 0.341 0.894 0.519
H 0.383 -0.543 -0.224
H -0.653 -0.804 0.910
H -2.108 2.093 0.950
H 0.108 0.127 0.014

Its spin multiplicity is 1. As for the LUMO energy: 0.3 eV. For the orbital gap, the calculation gives 0.348 Ha. The energy relative to the best compared isomer or geometry (same formula, charge and spin) is 218.8 kJ/mol.


Record 7
Formula: C7H8S
Source: the OMol25 dataset
Level of theory: wB97M-V/def2-TZVPD

Last column: Mulliken charge in e.
Element x y z (Å)
C (-3.932, -0.509, 0.868)  -0.606
C (-2.914, -1.066, 0.072)  -0.171
C (-1.537, -0.503, -0.258)  -0.118
C (-0.346, -1.145, -0.613)  -0.556
C (0.852, -0.421, -0.658)  0.872
C (1.815, -0.689, -1.464)  -0.457
C (1.250, 0.466, 0.399)  -0.672
H (-3.428, 0.488, 1.323)  0.209
H (-4.950, -1.103, 1.220)  0.250
H (-3.120, -1.977, -0.456)  0.301
H (-1.522, 0.928, -0.281)  0.218
H (-0.284, -2.342, -0.781)  0.203
H (2.050, -1.774, -1.974)  0.233
H (2.874, -0.054, -1.263)  0.211
H (0.889, 0.208, 1.424)  0.282
S (2.273, 1.801, 0.669)  -0.199

Forces on the atoms, in the same order (eV/Å):
C 3.111 -0.218 -0.085
C -1.441 0.980 0.689
C 0.549 2.858 -0.208
C -5.166 -2.280 1.137
C -0.044 1.518 0.712
C 7.763 -2.417 -2.173
C 0.872 2.998 3.632
H -2.309 -2.108 -0.501
H 3.001 2.014 -1.161
H -0.036 -0.662 -0.019
H 0.196 -4.701 0.416
H -0.396 3.007 0.428
H -1.269 3.089 0.714
H -3.097 -1.737 -1.023
H -0.342 -0.399 -1.135
S -1.391 -1.941 -1.423

Its spin multiplicity is 1. As for the LUMO energy: -0.7 eV. For the orbital gap, the calculation gives 0.288 Ha. The energy relative to the best compared isomer or geometry (same formula, charge and spin) is 585.3 kJ/mol.


Record 8
Formula: C7H9AsCsNS7
Source: the OMol25 dataset
Level of theory: wB97M-V/def2-TZVPD

Last column: Mulliken charge in e.
Element x y z (Å)
Cs (-0.698, -0.136, 0.970)  1.049
S (6.874, 0.090, 4.665)  -0.509
C (4.956, 0.047, 4.242)  -0.007
S (3.582, -0.913, 4.779)  -0.144
C (2.707, -0.842, 3.369)  0.076
C (3.013, -0.501, 2.219)  0.023
S (2.191, -0.892, 0.763)  -0.660
S (4.795, -0.063, 2.500)  -0.110
S (0.991, -1.178, 3.890)  -0.686
C (-3.221, 3.386, -1.422)  -0.336
As (-1.673, 3.841, -1.344)  0.006
C (-1.131, 5.057, -2.979)  -0.910
C (-0.033, 2.531, -1.294)  -0.399
S (-1.137, 5.369, 0.459)  -0.604
H (-3.463, 3.097, -2.585)  0.249
H (-4.157, 4.192, -1.396)  0.311
H (-3.343, 2.307, -0.915)  0.198
H (-1.131, 4.302, -3.802)  0.322
H (0.013, 5.257, -3.228)  0.302
H (-2.058, 6.017, -2.759)  0.196
H (-0.288, 2.221, -2.416)  0.226
H (-1.003, 1.999, -0.742)  -0.244
H (0.928, 2.615, -1.101)  0.632
S (-4.208, -0.102, -2.684)  -0.377
C (-3.291, -0.131, -1.412)  0.173
N (-2.512, 0.588, -0.255)  -0.777

Forces on the atoms, in the same order (eV/Å):
Cs 3.118 -1.550 3.369
S -3.483 0.274 -0.014
C 2.552 -2.840 -1.979
S 1.997 1.837 1.656
C -6.686 -2.521 7.606
C 4.652 1.221 -5.897
S 1.670 0.445 -0.806
S 0.231 1.641 -0.735
S 0.240 -0.367 -0.073
C -13.264 -4.660 -4.077
As 15.226 9.471 2.595
C -1.015 0.120 0.730
C -11.891 -2.103 -3.920
S -1.138 -1.979 -2.168
H 0.780 0.173 2.373
H 2.910 -1.953 0.960
H -0.213 2.036 -0.420
H -1.774 0.762 -0.166
H -2.270 0.661 1.993
H 3.380 -2.874 -1.623
H 1.236 -0.061 2.229
H 3.956 -0.713 -0.519
H 4.079 1.157 1.871
S -0.466 -0.861 -0.783
C 5.622 6.881 8.568
N -9.449 -4.195 -10.771

As for the total charge: -2. Its spin multiplicity is 1. As for the LUMO energy (alpha / beta): 3.3 / 3.3 eV. For the orbital gap (alpha / beta), the calculation gives 0.156 / 0.156 Ha. The energy relative to the best compared isomer or geometry (same formula, charge and spin) is 1522.5 kJ/mol.


| no. | F_max (Eh/bohr) |
| --- | --- |
| 1 | 0.121 |
| 2 | 0.137 |
| 3 | 0.070 |
| 4 | 0.065 |
| 5 | 0.108 |
| 6 | 0.090 |
| 7 | 0.164 |
| 8 | 0.352 |